Entry from OMol25: a molecular structure, C11H15AlClI2N2OP at a distorted geometry (wB97M-V/def2-TZVPD).

Net charge   +2
Molar mass   538.47 g/mol
Highest occupied orbital energy (alpha / beta)   -0.5540 / -0.5525 hartree
LUMO (alpha / beta)   -0.3454 / -0.4133 Ha
Maximum force   0.07594 hartree/bohr

Structure (XYZ):
```
34
Properties=species:S:1:pos:R:3:forces:R:3:lowdin_charge:R:1
I 3.22563 1.74297 -2.18268 0.23 0.09 0.08 1.0131
I 2.13255 -2.13508 -0.97664 0.29 0.38 0.39 0.6068
Al 0.61358 -0.18196 -0.17492 -0.80 -0.41 -0.87 -0.5518
P -0.39037 -0.18968 -2.40766 -0.58 -0.19 -1.19 0.6722
C 0.73406 -0.32994 -3.82968 0.42 0.09 -0.03 -0.2982
C -1.54126 -1.58938 -2.67726 0.07 -0.05 0.32 -0.2311
H -2.26231 1.32498 -2.19023 0.18 0.08 -0.24 0.0425
H -1.81330 1.05073 -3.91503 0.15 0.04 0.39 0.0701
H -0.82609 2.13859 -2.88460 -0.24 -0.13 0.00 0.0605
C -1.42975 1.22189 -2.89651 0.04 0.21 0.26 -0.2551
H -2.27888 -1.60645 -1.86284 0.09 -0.08 -0.28 0.0565
H -2.06210 -1.43121 -3.63529 0.22 -0.12 0.35 0.0714
H 0.14908 -0.17872 -4.75364 0.30 -0.11 0.37 0.0737
H 1.21148 -1.31886 -3.82964 -0.14 0.30 -0.13 0.0250
H -0.98766 -2.53847 -2.69803 -0.21 0.25 -0.02 0.0496
H 1.52569 0.43851 -3.73938 -0.65 -0.56 -0.36 -0.0711
C 1.94055 1.64568 -0.38044 0.99 2.88 2.44 -0.7037
O 2.01990 2.52409 0.41138 -0.33 -2.69 -2.14 0.0400
Cl -0.85422 1.31341 0.37691 -0.11 0.02 0.56 0.3922
N 0.19183 -3.13966 2.75104 -0.42 0.14 -0.36 0.1931
C 0.08422 -2.64549 1.49994 0.97 -0.71 1.83 -0.1258
N 0.17670 -1.30803 1.52446 -0.58 0.99 1.04 0.0286
C 0.15882 -0.92121 2.88460 0.25 -1.93 -1.54 -0.1408
C 0.06325 0.32728 3.51675 -0.19 1.07 0.30 0.0964
C 0.07700 0.36229 4.92640 0.32 -0.27 0.48 0.0206
C 0.23648 -0.80998 5.68872 -0.36 1.79 -0.14 0.0450
C 0.28840 -2.06455 5.05470 0.18 -1.25 -1.25 0.1180
C 0.21909 -2.07936 3.66567 0.04 -0.33 -0.29 -0.1420
H 0.22250 -4.12698 2.99575 -0.14 0.19 -0.18 0.1992
H 0.03295 -3.30596 0.63502 -0.02 0.48 0.17 0.1101
H -0.08230 1.20455 2.88015 0.11 -0.06 0.49 0.0937
H 0.00450 1.32189 5.44888 -0.01 -0.40 -0.32 0.1413
H 0.27955 -0.74071 6.77709 0.01 -0.07 -0.34 0.1462
H 0.40562 -3.01347 5.57817 -0.09 0.36 0.20 0.1537
```
Positions in Å, forces in eV/Å.